1.
Density functional theory data (ωB97M-V/def2-TZVPD) for a cluster of 2 separate species, C22H45N7O2 in total.

For the calculated total energy, the calculation gives -1398.7394 a.u. For the LUMO energy (alpha / beta), the calculation gives -2.4 / -2.4 eV. The calculation puts the gap between HOMO and LUMO (alpha / beta) at 7.82 / 8.86 eV. The calculation puts the HOMO energy (alpha / beta) at -10.21 / -11.25 eV. Its spin multiplicity is 2. Its expectation value of S² is 0.75. As for the total charge: +1.

Cartesian coordinates (Å):
C1 -1.876 -0.335 -5.751
C2 -1.157 -1.678 -5.767
C3 -1.384 -2.449 -4.453
C4 -0.068 -2.847 -3.756
C5 0.329 -1.796 -2.720
N1 1.314 -2.271 -1.733
C6 0.923 -2.377 -0.338
C7 0.527 -0.975 0.161
O1 1.400 -0.175 0.442
N2 -0.856 -0.743 0.183
C8 -1.477 -1.172 1.453
C9 -1.212 0.631 -0.222
C10 2.540 -2.546 -2.126
N3 2.971 -2.448 -3.403
C11 4.245 -2.809 -3.410
C12 5.090 -2.877 -4.627
C13 4.306 -2.418 -5.851
N4 3.986 -0.989 -5.761
N5 4.645 -3.132 -2.164
N6 3.576 -2.958 -1.346
H1 -2.950 -0.473 -5.702
H2 -1.536 0.268 -4.913
H3 -1.664 0.233 -6.651
H4 -0.099 -1.529 -5.955
H5 -1.593 -2.262 -6.570
H6 -1.954 -3.351 -4.635
H7 -1.951 -1.819 -3.774
H8 0.706 -2.866 -4.512
H9 -0.110 -3.820 -3.276
H10 -0.562 -1.495 -2.186
H11 0.756 -0.912 -3.185
H12 0.063 -3.035 -0.247
H13 1.717 -2.767 0.285
H14 -2.301 -0.524 1.704
H15 -0.759 -1.204 2.266
H16 -1.875 -2.181 1.344
H17 -1.981 0.571 -0.987
H18 -1.564 1.232 0.608
H19 -0.363 1.137 -0.666
H20 5.967 -2.245 -4.550
H21 5.378 -3.911 -4.796
H22 3.416 -3.029 -5.982
H23 4.909 -2.568 -6.739
H24 3.025 -0.884 -5.471
H25 4.060 -0.553 -6.669
H26 5.558 -3.430 -1.869
H27 3.617 -3.112 -0.355
C14 0.530 3.371 4.720
C15 -0.697 3.247 3.778
C16 -1.657 4.432 3.946
C17 -2.532 4.367 5.194
C18 -3.262 3.028 5.255
C19 -2.306 1.839 5.196
N7 -1.401 1.947 4.007
O2 -2.016 1.562 2.936
C20 -1.510 1.764 6.513
C21 -3.097 0.539 5.116
C22 -0.137 3.303 2.359
H28 0.491 2.708 5.578
H29 1.448 3.106 4.195
H30 0.646 4.389 5.093
H31 -2.314 4.480 3.072
H32 -1.078 5.357 3.943
H33 -1.931 4.527 6.093
H34 -3.261 5.178 5.167
H35 -3.855 2.964 6.169
H36 -3.969 2.971 4.421
H37 -0.745 0.988 6.464
H38 -2.184 1.513 7.332
H39 -1.033 2.702 6.790
H40 -3.792 0.529 4.278
H41 -3.682 0.415 6.026
H42 -2.431 -0.321 5.022
H43 0.479 2.429 2.141
H44 0.486 4.192 2.265
H45 -0.921 3.367 1.606

Forces on the atoms, in the same order (eV/Å):
C 0.4 0.1 -0.3
C -0.9 0.1 0.3
C 0.8 -0.1 0.1
C -0.1 0.6 -0.1
C 0.1 -0.2 -0.3
N 0.1 -0.3 0.3
C -0.6 0.3 0.3
C 0.6 0.4 0.6
O -0.7 -0.6 -0.7
N 0.5 0.9 -0.1
C 0.0 -1.2 -0.4
C 0.0 0.0 -0.1
C 0.7 0.0 -0.2
N 0.1 -0.1 0.0
C -0.4 0.2 0.6
C -0.4 -0.1 -0.5
C -0.2 0.6 -0.2
N -0.1 -0.3 0.0
N 0.3 0.2 -1.3
N -0.8 0.1 0.4
H -0.2 0.0 0.2
H -0.1 0.1 0.2
H 0.0 0.1 -0.2
H 0.2 -0.1 -0.1
H 0.3 -0.1 -0.3
H -0.2 -0.1 0.0
H -0.3 0.0 0.1
H 0.3 -0.4 -0.1
H -0.2 -0.2 0.1
H 0.0 0.1 0.4
H -0.1 0.2 -0.2
H -0.1 -0.2 -0.1
H 0.2 0.0 0.0
H 0.0 0.3 0.1
H 0.1 0.3 0.3
H -0.1 -0.1 0.0
H -0.3 0.0 0.0
H 0.0 0.1 0.2
H 0.2 0.0 0.0
H 0.2 0.0 0.3
H 0.3 -0.2 0.2
H -0.1 -0.2 0.1
H 0.3 -0.2 0.0
H -0.1 0.2 0.2
H 0.1 0.0 0.0
H 0.0 0.0 0.3
H 0.2 0.0 0.1
C 0.0 -0.2 0.2
C 1.3 0.4 0.3
C -0.5 0.0 0.1
C 0.1 -0.1 0.0
C 0.0 0.4 -0.2
C 0.2 -0.5 1.3
N -1.5 0.8 -0.9
O 0.4 -0.4 0.1
C 0.2 0.1 0.0
C -0.1 -0.1 -0.4
C -0.2 -0.2 -0.3
H -0.1 0.1 0.0
H 0.0 0.0 -0.1
H 0.0 0.0 0.0
H 0.0 -0.1 0.0
H 0.1 0.0 0.0
H 0.0 0.0 0.0
H 0.0 0.0 0.0
H 0.0 -0.1 0.0
H 0.1 -0.1 -0.1
H 0.0 0.0 0.0
H -0.1 0.0 -0.1
H 0.0 0.0 0.0
H 0.1 0.0 0.0
H 0.0 0.1 0.1
H 0.0 0.0 0.0
H 0.0 0.0 0.0
H 0.0 0.0 0.1
H 0.0 0.0 0.1

Atomic partial charges in e from the Mulliken method, atoms 1 to 4: -1.34, -0.29, -0.89, -0.31



2.
Density functional theory data (ωB97M-V/def2-TZVPD) for a cluster of 2 separate species, C22H46B2NO8S2 in total.

For the calculated total energy, the calculation gives -2368.5309 a.u. For the LUMO energy, the calculation gives 1.5 eV. The calculation puts the gap between HOMO and LUMO at 6.00 eV. The calculation puts the HOMO energy at -4.53 eV. Its spin multiplicity is 1. As for the total charge: -1.

Cartesian coordinates (Å):
C1 -4.375 2.968 2.774
C2 -4.571 1.642 1.848
B1 -3.157 0.814 2.017
O1 -3.153 -0.270 2.967
C3 -1.896 1.320 1.138
O2 -2.214 2.362 0.164
B2 -0.885 2.576 -0.463
C4 -0.039 3.941 -0.101
C5 -0.351 4.987 -1.292
O3 -1.557 5.330 -1.438
O4 0.660 5.481 -2.183
O5 -0.177 1.259 -0.426
C6 -1.092 0.290 0.192
C7 -1.840 -0.401 -1.051
C8 -1.031 -0.370 -2.426
C9 0.375 -1.150 -2.408
C10 1.655 -0.179 -2.554
O6 2.859 -0.926 -2.975
C11 -0.421 -0.956 0.977
C12 1.100 -0.660 1.456
C13 1.024 -0.035 2.958
S1 1.529 -1.254 4.271
C14 2.558 -0.438 5.559
S2 2.164 1.149 5.993
N1 3.715 -1.085 6.243
C15 4.820 -1.359 5.249
C16 5.574 0.063 5.026
C17 3.311 -2.354 6.922
C18 2.401 -1.982 8.201
H1 -3.395 3.516 2.509
H2 -4.289 2.696 3.890
H3 -5.216 3.725 2.649
H4 -4.696 1.902 0.747
H5 -5.434 1.036 2.293
H6 -3.952 -0.827 2.900
H7 -1.141 1.862 1.819
H8 -1.178 2.657 -1.628
H9 -0.443 4.459 0.850
H10 1.074 3.707 -0.007
H11 0.535 4.982 -3.020
H12 -2.217 -1.468 -0.813
H13 -2.805 0.212 -1.232
H14 -1.664 -0.865 -3.257
H15 -0.830 0.697 -2.817
H16 0.545 -1.823 -1.506
H17 0.424 -1.843 -3.331
H18 1.926 0.305 -1.557
H19 1.470 0.589 -3.392
H20 3.589 -0.646 -2.377
H21 -0.466 -1.936 0.371
H22 -0.997 -1.196 1.950
H23 1.683 -0.005 0.734
H24 1.577 -1.702 1.600
H25 1.716 0.869 3.057
H26 -0.058 0.284 3.189
H27 4.389 -1.763 4.258
H28 5.580 -2.120 5.650
H29 6.556 -0.037 4.460
H30 4.816 0.743 4.517
H31 5.730 0.483 6.088
H32 2.800 -3.084 6.197
H33 4.279 -2.808 7.357
H34 1.381 -1.592 7.856
H35 2.315 -2.828 8.962
H36 2.943 -1.124 8.745
C19 -2.171 -0.928 -8.820
O7 -0.938 -1.567 -8.522
C20 -0.286 -0.987 -7.392
C21 -0.460 -1.850 -6.149
O8 -1.815 -1.858 -5.706
C22 -2.494 -3.052 -6.064
H37 -2.700 -1.537 -9.555
H38 -2.800 -0.828 -7.933
H39 -1.982 0.059 -9.254
H40 -0.644 0.033 -7.215
H41 0.780 -0.932 -7.634
H42 0.133 -1.419 -5.337
H43 -0.100 -2.869 -6.325
H44 -2.136 -3.882 -5.447
H45 -2.361 -3.293 -7.122
H46 -3.559 -2.908 -5.873

Forces on the atoms, in the same order (eV/Å):
C 0.6 0.2 -0.1
C 0.7 0.0 0.8
B -1.5 0.0 0.0
O 0.4 0.6 -1.6
C 0.1 0.2 -0.5
O 0.3 -1.0 2.0
B -1.0 -0.3 -2.2
C 0.9 1.8 -0.1
C -3.9 -0.2 1.1
O 4.8 -0.7 0.0
O -1.0 -1.4 0.6
O 0.0 -1.6 2.1
C 1.0 -0.3 -0.5
C -1.9 1.0 -0.3
C 0.4 -0.3 -0.5
C 1.0 0.0 -0.8
C -0.2 -0.1 0.1
O -0.1 0.4 0.9
C 1.1 0.3 0.7
C -1.0 -1.4 1.4
C -0.1 1.6 -0.6
S 1.3 -0.3 0.4
C -0.4 2.3 0.4
S 0.7 -2.3 -0.6
N -0.9 -1.3 -1.5
C 0.8 1.0 -0.9
C -1.0 -0.7 0.8
C -0.2 -0.2 1.4
C 0.5 0.6 -0.3
H -1.5 -0.9 0.2
H -0.3 0.3 -1.7
H 1.0 -1.1 0.1
H -0.1 -0.1 1.5
H 0.9 0.8 -0.9
H 0.4 0.9 0.3
H -0.5 -1.4 -0.4
H 0.0 0.5 -1.0
H 0.8 -0.8 -1.4
H -1.3 0.6 -0.1
H -0.1 0.5 0.6
H 0.8 1.5 -0.3
H 1.4 -0.8 0.1
H 0.8 0.7 1.5
H -0.5 -1.5 1.1
H -0.4 0.9 -1.1
H 0.0 1.0 1.4
H -0.9 -0.3 -1.5
H 0.0 -0.9 1.5
H -1.0 -0.4 -0.8
H 0.2 1.8 0.7
H 0.6 0.5 -1.6
H -0.9 -0.8 1.1
H -0.3 1.7 -0.5
H -1.0 -1.2 0.0
H 1.8 -0.4 -0.3
H 0.7 0.5 1.4
H -1.4 1.1 -0.3
H -1.4 0.2 0.6
H 1.3 -0.7 0.4
H 0.0 -0.6 -1.7
H 0.7 0.8 1.1
H -1.5 0.5 -1.0
H 1.4 -0.7 0.7
H -0.1 0.9 -1.3
H -0.9 -1.2 -0.9
C 0.1 -0.1 -0.1
O -0.3 0.2 0.2
C 0.2 -0.5 -0.1
C -0.2 0.6 0.1
O 0.0 -0.3 -0.4
C 0.0 0.2 0.1
H 0.1 0.0 0.0
H 0.0 0.0 0.0
H -0.1 0.1 0.0
H -0.1 -0.1 0.1
H 0.0 0.0 0.1
H 0.0 0.0 -0.1
H 0.0 0.1 -0.1
H 0.0 -0.1 -0.1
H 0.1 0.0 0.0
H 0.1 0.1 0.1

Atomic partial charges in e from the Mulliken method, atoms 1 to 4: -0.94, -0.29, 0.80, -0.60



3.
Density functional theory data (ωB97M-V/def2-TZVPD) for a cluster of 3 separate species, C22H46BIN3O8 in total.

For the calculated total energy, the calculation gives -1954.3783 a.u. For the LUMO energy, the calculation gives -3.1 eV. The calculation puts the gap between HOMO and LUMO at 8.87 eV. The calculation puts the HOMO energy at -11.93 eV. Its spin multiplicity is 1. As for the total charge: +1.

Cartesian coordinates (Å):
C1 1.816 6.653 0.015
C2 0.995 5.434 0.613
B1 1.010 4.128 -0.333
O1 1.486 2.916 0.235
C3 0.479 4.217 -1.877
N1 -0.832 3.489 -2.153
C4 -0.411 2.480 -3.048
N2 -0.783 1.231 -3.164
C5 -1.819 0.663 -2.278
C6 -1.459 0.702 -0.737
C7 -1.319 -0.696 -0.038
C8 -0.551 -0.437 1.335
C9 -1.132 0.804 2.133
O2 -1.146 0.619 3.546
C10 0.251 0.544 3.965
N3 0.566 3.088 -3.897
C11 1.556 3.620 -2.882
C12 2.440 4.683 -3.623
C13 3.590 4.054 -4.493
C14 4.464 2.980 -3.756
I1 2.875 3.318 -6.438
H1 2.189 7.266 0.872
H2 2.722 6.344 -0.562
H3 1.171 7.327 -0.601
H4 1.375 5.233 1.643
H5 -0.073 5.762 0.731
H6 2.365 3.030 0.616
H7 0.337 5.295 -2.127
H8 -1.082 3.207 -1.205
H9 -0.350 0.679 -3.901
H10 -1.925 -0.414 -2.565
H11 -2.829 1.118 -2.428
H12 -0.478 1.238 -0.595
H13 -2.250 1.329 -0.247
H14 -0.703 -1.442 -0.591
H15 -2.301 -1.181 0.189
H16 0.489 -0.136 1.028
H17 -0.502 -1.364 1.946
H18 -0.618 1.763 1.846
H19 -2.209 0.932 1.833
H20 0.307 0.989 4.983
H21 0.942 1.004 3.225
H22 0.471 -0.553 4.077
H23 0.943 2.309 -4.447
H24 2.092 2.723 -2.481
H25 1.764 5.242 -4.321
H26 2.840 5.375 -2.833
H27 4.279 4.895 -4.755
H28 5.132 3.426 -2.974
H29 3.893 2.113 -3.354
H30 5.164 2.560 -4.526
C15 -0.038 -5.000 8.383
C16 -0.346 -5.233 6.918
O3 -1.506 -4.495 6.512
C17 -1.300 -3.202 6.255
O4 -0.246 -2.623 6.320
O5 -2.472 -2.654 5.924
C18 -2.403 -1.247 5.691
H31 -0.916 -5.209 8.997
H32 0.784 -5.638 8.711
H33 0.241 -3.961 8.566
H34 -0.577 -6.286 6.755
H35 0.509 -4.988 6.284
H36 -1.630 -1.004 4.969
H37 -2.229 -0.721 6.631
H38 -3.363 -0.929 5.288
C19 -1.375 -7.076 -2.208
C20 -2.003 -5.714 -1.989
O6 -1.220 -4.681 -2.606
C21 -1.392 -4.537 -3.921
O7 -2.136 -5.170 -4.616
O8 -0.569 -3.565 -4.334
C22 -0.595 -3.349 -5.746
H39 -0.333 -7.075 -1.883
H40 -1.918 -7.844 -1.655
H41 -1.381 -7.345 -3.266
H42 -2.025 -5.490 -0.921
H43 -3.033 -5.685 -2.346
H44 -1.613 -3.191 -6.103
H45 -0.135 -4.192 -6.262
H46 -0.011 -2.453 -5.953

Forces on the atoms, in the same order (eV/Å):
C -0.2 0.3 0.5
C 0.2 0.2 -0.5
B 0.3 0.2 1.7
O -0.3 1.0 -2.0
C 1.0 1.1 -0.1
N 2.2 -1.9 0.4
C 0.7 2.7 -0.6
N -0.8 1.0 0.6
C -0.7 -1.6 0.7
C 0.2 0.1 -0.5
C 0.3 0.4 1.4
C 0.3 0.9 -0.9
C -1.5 -0.7 -0.4
O 1.7 0.8 -1.2
C -0.7 -1.2 0.9
N -1.1 -3.0 1.6
C -1.1 0.4 -1.2
C -0.3 -0.7 0.2
C 0.7 0.6 1.3
C 0.5 -0.2 -1.1
I 0.2 0.2 0.7
H -0.3 -0.4 -0.8
H -0.8 0.2 0.3
H 0.6 -0.7 0.3
H -0.3 -0.1 -0.8
H 0.8 -0.2 -0.1
H -0.3 0.0 0.6
H 0.0 -0.8 0.1
H -1.0 -0.7 -0.7
H -0.3 0.1 0.3
H 0.1 1.0 0.1
H 1.0 0.0 -0.3
H -0.8 -0.5 -0.2
H 0.7 -0.7 -0.2
H -0.5 0.7 0.0
H 0.6 0.6 -0.4
H -0.7 -0.6 0.4
H -0.2 0.7 -0.3
H -0.2 -0.8 0.3
H 0.8 -0.1 0.4
H 0.2 -0.1 -0.9
H -0.5 -0.1 0.6
H 0.3 1.0 -0.1
H 0.3 0.8 -0.4
H -0.1 1.1 0.1
H 0.5 -0.3 0.9
H 0.0 -0.5 -0.9
H -0.7 -0.8 -0.1
H -0.9 -0.2 -0.5
H 0.3 0.7 -0.2
H -0.6 0.3 0.8
C -0.1 0.3 0.1
C 0.4 -0.4 0.3
O 0.0 0.1 -0.2
C -0.3 -0.2 0.1
O 0.1 0.1 -0.1
O 0.1 -0.1 0.0
C -0.1 0.3 0.0
H 0.0 -0.1 -0.1
H 0.0 0.0 0.0
H 0.1 -0.1 -0.1
H -0.3 0.1 -0.1
H -0.1 0.2 0.0
H 0.0 -0.1 0.1
H 0.1 0.0 -0.1
H 0.0 -0.2 0.0
C 0.2 0.0 -0.3
C -0.2 -0.6 0.3
O -0.1 0.3 0.0
C 0.1 -0.2 0.3
O -0.1 0.1 -0.1
O 0.0 0.2 0.0
C 0.0 0.1 -0.3
H -0.1 0.0 0.1
H 0.0 0.1 0.0
H -0.1 0.0 0.0
H 0.2 0.2 -0.1
H 0.1 0.1 -0.2
H 0.0 -0.2 0.0
H -0.2 0.0 0.0
H 0.1 -0.1 0.2

Atomic partial charges in e from the Mulliken method, atoms 1 to 4: -1.00, -0.44, 0.26, -0.55



- Which value of calculated total energy does entry 1 give?
  -1398.7394 a.u.



- What is the calculated total energy in the third record?
  -1954.3783 a.u.



- Among the records above, which one has the lowest total charge?
  C22H46B2NO8S2



- total charge of number 2 (C22H46B2NO8S2)?
  -1